59
Properties=species:S:1:pos:R:3:forces:R:3:lowdin_charge:R:1 method="wB97M-V/def2-TZVPD" charge=-2 homo_lumo_gap_ev="5.10 / 4.65" multiplicity=2 s_squared=0.763 e_above_lowest_kcal_mol=23.7 e_tot_ev=-286071.399
Ir -0.335398 1.704467 2.217009 -0.3942 -0.8006 0.4636 0.5189
S -3.393630 2.954441 5.127638 0.1971 -0.2244 -0.2724 -0.2349
As -1.301908 2.615406 5.087028 -0.9231 0.9953 1.7394 -0.6053
S -0.333220 3.759443 3.455337 0.2943 -1.6335 -1.2723 0.0296
S -0.903182 0.610950 4.250980 0.5827 0.6379 -1.6677 0.0595
S -0.372896 2.955126 6.950509 0.1502 -0.1273 -0.3596 -0.2150
Se 2.510820 -0.510513 2.013978 -0.4242 -0.0087 -0.0343 0.4975
C 4.176658 0.069292 2.418067 0.5563 0.0568 0.1157 -0.9666
N 5.249587 0.431916 2.676218 -0.0193 0.0185 -0.0466 -0.0470
Br -2.154948 2.082841 0.554617 0.8404 0.1061 0.6951 0.0952
N 4.280893 6.664638 -4.925019 -0.0157 -0.0007 0.0051 0.1224
C 3.815402 6.036501 -4.079430 0.0601 0.1033 -0.1177 -0.2094
C 3.243000 5.249341 -3.032434 -0.0961 -0.1808 0.2318 -0.2550
C 3.947007 5.040692 -1.842442 0.0217 0.0656 -0.1020 -0.0334
C 3.406763 4.263272 -0.840574 -0.0223 -0.0538 0.0267 -0.0091
C 2.148798 3.662045 -0.999743 0.0861 -0.0253 -0.0783 -0.2304
C 1.442712 3.891623 -2.191662 -0.0099 0.0111 0.0709 -0.0320
C 1.979513 4.673813 -3.191404 0.0606 0.0885 -0.1056 -0.0404
C 1.587238 2.855748 0.020360 0.2474 -0.2587 0.0562 -0.1285
C 1.113650 2.165180 0.902748 -1.2140 0.6934 0.5468 -0.3219
H 4.920203 5.497278 -1.717066 0.0052 -0.0197 0.0166 0.1139
H 3.944351 4.099665 0.083172 0.0207 -0.0203 -0.0095 0.1255
H 0.455665 3.461495 -2.300020 0.0023 -0.0241 -0.0108 0.1142
H 1.427457 4.854422 -4.104992 -0.0094 -0.0269 0.0033 0.1117
O -0.403752 -0.561790 1.532428 -0.0219 0.6877 0.3376 -0.5897
P -0.865275 -1.521401 0.497020 0.0305 -0.2767 -0.4255 0.7695
C -2.614691 -1.331687 0.097249 0.1190 0.0059 0.0919 -0.3190
C -3.458166 -1.172471 1.196586 -0.0062 0.0513 -0.0430 -0.0916
C -4.811626 -0.962071 1.001036 -0.0034 -0.0244 -0.0029 -0.0707
C -5.321373 -0.909804 -0.290574 0.0041 -0.0009 0.0015 -0.0893
C -4.482062 -1.067967 -1.383375 -0.0450 0.0076 -0.0501 -0.0910
C -3.123460 -1.279174 -1.192861 0.0362 -0.0552 0.0283 -0.0876
C -0.702966 -3.217257 1.097262 0.0494 0.0770 0.0215 -0.2692
C 0.144502 -3.446198 2.176356 0.0194 0.0998 -0.0024 -0.0563
C 0.326164 -4.741266 2.642030 -0.0257 -0.0631 -0.0004 -0.0660
C -0.334595 -5.798514 2.033479 0.0097 0.0419 -0.0124 -0.0945
C -1.184779 -5.567629 0.957466 -0.0162 -0.0552 -0.0049 -0.0959
C -1.371398 -4.277511 0.489402 0.0028 0.0532 0.0133 -0.0893
C 0.101763 -1.419491 -1.025627 -0.1124 0.0630 0.1207 -0.2633
C 0.230384 -0.157037 -1.605615 0.0090 -0.0431 -0.0018 -0.0741
C 1.056941 0.011503 -2.704419 -0.0130 0.0467 0.0002 -0.0643
C 1.755826 -1.069871 -3.222865 0.0082 -0.0319 -0.0057 -0.0834
C 1.636202 -2.322954 -2.640990 0.0062 -0.0101 0.0137 -0.0843
C 0.814299 -2.498850 -1.537394 -0.0610 0.0156 -0.0291 -0.0669
H -3.034643 -1.158705 2.194877 -0.0448 0.0119 0.0239 0.1107
H -5.463705 -0.811474 1.851197 0.0195 0.0156 0.0114 0.1086
H -6.377575 -0.726486 -0.445302 -0.0014 0.0002 -0.0003 0.0971
H -4.884793 -1.006106 -2.386971 0.0136 -0.0109 -0.0030 0.0964
H -2.457013 -1.378845 -2.041280 -0.0069 0.0099 -0.0092 0.1042
H 0.662606 -2.607551 2.630515 0.0209 -0.0437 0.0256 0.0518
H 0.986750 -4.922362 3.479884 0.0091 0.0245 -0.0028 0.1066
H -0.188861 -6.808630 2.396640 -0.0072 -0.0005 0.0081 0.0952
H -1.705080 -6.394788 0.490154 0.0012 0.0068 -0.0077 0.0951
H -2.036474 -4.086698 -0.345898 -0.0209 -0.0268 0.0153 0.1083
H -0.290054 0.689302 -1.170997 0.0178 0.0264 -0.0128 0.0522
H 1.180851 0.995147 -3.138755 -0.0090 0.0162 0.0028 0.0951
H 2.413266 -0.931908 -4.072590 0.0037 0.0167 0.0075 0.0987
H 2.205738 -3.159207 -3.026566 -0.0113 -0.0014 -0.0076 0.0978
H 0.742514 -3.469330 -1.064379 0.0294 -0.0058 0.0039 0.0998